Entry 1:
{
  "formula": "C17H20ClN3O2S",
  "method": "wB97M-V/def2-TZVPD",
  "total_energy_ev": -49877.17690,
  "multiplicity": 1,
  "relative_energy_kcal_mol": 3.7,
  "smiles": "Cc1ccc(S(=O)(=O)N/C(N)=N/CCc2ccc(Cl)cc2)cc1C",
  "species": ["C", "C", "C", "C", "C", "S", "O", "O", "N", "C", "N", "N", "C", "C", "C", "C", "C", "C", "Cl", "C", "C", "C", "C", "C", "H", "H", "H", "H", "H", "H", "H", "H", "H", "H", "H", "H", "H", "H", "H", "H", "H", "H", "H", "H"],
  "positions_angstrom": [[2.13994, 4.18440, 2.06721], [2.54280, 2.86192, 1.49444], [2.63371, 2.69604, 0.11775], [3.00517, 1.48289, -0.43612], [3.28691, 0.43170, 0.40992], [3.70483, -1.17299, -0.24240], [4.56312, -1.86575, 0.66626], [4.09876, -1.05877, -1.61892], [2.24578, -2.00567, -0.19601], [1.10683, -1.59007, -0.87658], [1.35788, -0.88268, -2.02374], [-0.01986, -1.86576, -0.36164], [-1.24327, -1.51275, -1.03472], [-2.42474, -2.04302, -0.20996], [-3.72463, -1.72022, -0.88206], [-4.36211, -0.50726, -0.64920], [-5.54034, -0.18274, -1.29664], [-6.08977, -1.08316, -2.19416], [-7.56536, -0.68773, -3.00828], [-5.47270, -2.29724, -2.44547], [-4.29481, -2.60539, -1.78916], [3.20539, 0.57050, 1.78065], [2.83694, 1.78491, 2.34188], [2.75706, 1.93554, 3.82832], [2.92764, 4.57834, 2.70811], [1.24250, 4.08024, 2.67552], [1.94301, 4.90440, 1.27787], [2.41165, 3.53041, -0.53112], [3.08804, 1.34684, -1.50143], [2.04285, -2.45726, 0.68157], [0.62804, -0.88622, -2.71732], [2.30548, -0.94950, -2.37161], [-1.28869, -1.94869, -2.04489], [-1.33370, -0.42234, -1.14075], [-2.37853, -1.59017, 0.78039], [-2.30478, -3.12065, -0.09928], [-3.93303, 0.19265, 0.05282], [-6.03147, 0.75912, -1.10770], [-5.91110, -2.99157, -3.14520], [-3.81341, -3.55285, -1.98235], [3.45177, -0.27816, 2.39988], [3.43112, 2.71995, 4.16989], [1.74807, 2.21198, 4.13188], [3.02703, 1.00676, 4.32236]],
  "atomic_forces_ev_per_a": [[0.0, 0.0, 0.0], [0.0, -0.1, -0.1], [0.0, -0.1, 0.1], [0.1, 0.0, -0.2], [0.2, -0.5, -0.3], [-0.3, -0.3, 0.3], [-0.2, 0.1, 0.2], [-0.2, 0.3, 0.1], [1.2, 0.1, 0.0], [-0.8, 0.4, -0.3], [-0.1, -0.1, -0.2], [0.3, -0.2, 0.3], [0.1, -0.1, 0.1], [0.2, 0.2, -0.4], [-0.1, 0.0, 0.1], [0.0, -0.1, -0.1], [-0.1, 0.0, -0.1], [0.2, 0.0, 0.1], [-0.2, 0.0, -0.1], [-0.1, 0.1, 0.0], [0.0, 0.1, 0.1], [0.0, 0.1, 0.2], [0.0, -0.2, -0.2], [0.0, 0.0, 0.0], [0.0, 0.1, 0.1], [-0.1, 0.1, 0.1], [0.0, 0.1, 0.0], [0.0, 0.1, -0.1], [0.0, 0.1, -0.1], [0.0, 0.0, 0.2], [0.0, 0.1, 0.1], [-0.1, 0.0, -0.2], [-0.1, 0.0, 0.0], [0.0, 0.0, -0.1], [0.0, 0.0, 0.0], [0.0, 0.0, 0.1], [0.0, 0.1, 0.1], [-0.1, 0.1, 0.0], [-0.1, 0.0, -0.1], [0.1, -0.1, 0.0], [0.0, -0.1, 0.2], [0.0, 0.1, 0.1], [-0.1, 0.0, 0.1], [0.0, 0.0, 0.1]],
  "lowdin_charge": [-0.04, -0.22, -0.02, -0.06, -0.28, 0.68, -0.28, -0.29, -0.03, -0.52, 0.17, 0.07, -0.24, -0.16, -0.25, -0.04, -0.11, -0.68, 0.66, -0.10, -0.04, -0.02, -0.22, -0.04, 0.09, 0.09, 0.08, 0.11, 0.11, 0.12, 0.10, 0.06, 0.12, 0.12, 0.11, 0.11, 0.12, 0.10, 0.10, 0.12, 0.12, 0.09, 0.09, 0.08]
}

=====

Entry 2:
{
  "formula": "C17H20ClN5O3",
  "method": "wB97M-V/def2-TZVPD",
  "total_energy_ev": -44052.42367,
  "multiplicity": 1,
  "smiles": "CC(C)Cn1c(N)c(/C=N/NC(=O)c2ccc(Cl)cc2)c(=O)n(C)c1=O",
  "species": ["C", "C", "C", "C", "N", "C", "N", "C", "C", "N", "N", "C", "O", "C", "C", "C", "C", "Cl", "C", "C", "C", "O", "N", "C", "C", "O", "H", "H", "H", "H", "H", "H", "H", "H", "H", "H", "H", "H", "H", "H", "H", "H", "H", "H", "H", "H"],
  "positions_angstrom": [[-0.87730, -4.03715, -0.31103], [-1.17266, -2.73632, -0.81629], [-2.37530, -2.47506, -1.63221], [-1.62836, -1.67288, 0.67842], [-1.88534, -0.34276, 0.41855], [-0.71091, 0.23799, 0.25334], [0.53961, 0.03984, 0.42055], [-0.93155, 1.62132, 0.24175], [0.04738, 2.68614, 0.10562], [1.42891, 2.52374, -0.03747], [2.24965, 3.41181, -0.01898], [3.54740, 3.01132, -0.27096], [4.35824, 3.91847, -0.20381], [3.77846, 1.65265, 0.06966], [3.68087, 1.04220, 1.46430], [3.83390, -0.20644, 1.22526], [4.04637, -1.17467, 0.34713], [4.02557, -2.80484, 0.51899], [4.04669, -0.84812, -0.92148], [3.98663, 0.86943, -1.11849], [-2.27209, 2.50173, 0.20311], [-2.58564, 3.47284, -0.16853], [-3.31381, 1.35429, 0.62048], [-4.61776, 1.69486, 0.52681], [-3.12598, 0.04268, 0.55760], [-4.13646, -0.64816, 0.81533], [0.03912, -4.17292, 0.31186], [-0.49648, -4.45257, -1.34496], [-1.76122, -4.54843, -0.01826], [-0.25032, -2.15001, -1.08279], [-3.34528, -2.90211, -1.12094], [-2.10323, -2.90066, -2.72273], [-2.51635, -1.31262, -2.02451], [-2.62381, -2.21969, 0.94271], [-0.65351, -2.11917, 1.41354], [0.72455, -1.02880, 0.42197], [1.17490, 0.62820, 0.40776], [-0.27972, 3.70544, -0.10162], [1.99485, 4.21568, -0.28608], [3.66737, 1.67815, 2.16868], [3.77277, -0.83128, 2.32988], [4.18907, -1.35238, -1.70053], [3.92306, 1.09736, -1.96514], [-5.28958, 1.61415, 1.56954], [-4.79841, 2.80239, 0.22147], [-5.30429, 1.11436, -0.38752]],
  "atomic_forces_ev_per_a": [[2.5, -2.3, -2.9], [-0.1, 7.0, 3.9], [-0.8, 0.7, -4.0], [0.6, -8.6, 0.1], [4.2, -6.8, 0.3], [-3.3, 10.9, 0.5], [-5.0, -15.3, 0.3], [-0.8, 6.3, -1.5], [5.9, -0.5, -1.4], [-11.8, -7.8, 1.8], [6.3, -2.2, 0.5], [0.4, 4.5, 3.8], [1.2, -0.3, -1.6], [1.0, -4.1, -3.2], [0.8, 0.9, -11.1], [-0.4, -5.3, 11.3], [-0.4, -0.1, -4.2], [0.1, -3.4, 1.9], [-0.3, 11.8, 3.0], [0.2, -8.1, 16.4], [4.0, -17.4, 3.7], [-3.1, 10.9, -3.2], [2.0, 3.5, -1.3], [-8.1, 2.4, -0.5], [-4.8, 1.4, 2.2], [2.4, -0.9, -1.0], [-1.1, 0.4, 0.0], [-0.8, -0.5, 1.8], [-0.5, -0.8, 0.6], [-0.9, -0.8, -0.6], [1.8, 0.9, -1.4], [-1.3, 0.2, 2.2], [0.3, -2.8, 1.8], [2.1, 1.1, 0.1], [-3.0, 2.2, -1.4], [0.7, 2.7, 0.2], [7.5, 7.5, -0.4], [-0.4, 0.0, 0.5], [-1.9, 8.6, -2.3], [-0.5, 3.7, 5.8], [0.2, 1.5, -2.4], [1.0, -4.3, -6.2], [-0.8, 4.2, -12.6], [1.9, -0.2, -2.7], [0.9, -1.7, 0.6], [2.1, 1.3, 2.8]],
  "lowdin_charge": [-0.12, -0.45, -0.13, -0.09, 0.02, -0.30, 0.27, -0.03, 0.00, -0.02, 0.04, -0.42, 0.09, -0.10, 0.05, -0.20, -0.84, 0.79, 0.01, 0.18, -0.33, 0.22, -0.01, -0.16, -0.52, 0.03, 0.09, 0.13, 0.07, 0.12, 0.12, 0.11, 0.13, 0.14, 0.18, 0.16, -0.04, 0.11, 0.08, 0.06, 0.18, 0.01, -0.03, 0.14, 0.09, 0.16]
}

=====

Entry 3:
{
  "formula": "C17H20ClNS2",
  "method": "wB97M-V/def2-TZVPD",
  "total_energy_ev": -53634.10289,
  "multiplicity": 1,
  "relative_energy_kcal_mol": 2.4,
  "species": ["C", "C", "C", "N", "C", "S", "S", "C", "C", "H", "H", "H", "H", "H", "H", "H", "H", "H", "H", "Cl", "C", "C", "C", "C", "C", "C", "C", "C", "C", "C", "C", "H", "H", "H", "H", "H", "H", "H", "H", "H", "H"],
  "positions_angstrom": [[-5.63922, -0.37719, -0.51966], [-4.85277, -1.67472, -0.65123], [-3.40416, -1.48646, -0.20652], [-2.78489, -0.33787, -0.85594], [-1.40818, -0.31158, -1.00347], [-0.49872, -1.71067, -0.77761], [-0.57708, 1.08596, -1.45266], [-3.52316, 0.91633, -0.84218], [-4.95314, 0.71169, -1.33315], [-6.66213, -0.52258, -0.87717], [-5.68209, -0.07836, 0.53533], [-5.31305, -2.46969, -0.05559], [-4.85281, -1.99660, -1.70054], [-3.38944, -1.39857, 0.89669], [-2.83051, -2.38866, -0.46716], [-3.55996, 1.36367, 0.16886], [-3.01080, 1.63212, -1.50008], [-4.91723, 0.41437, -2.38901], [-5.50041, 1.65683, -1.26477], [0.50774, 0.94355, 4.90100], [1.44586, 0.70587, 3.49470], [2.11673, -0.51263, 3.30764], [2.88024, -0.70606, 2.16484], [2.98642, 0.30601, 1.17317], [3.78250, 0.09226, 0.00321], [3.92813, 1.08030, -1.11202], [4.94354, 0.42429, -2.11241], [5.28172, -0.88770, -1.45753], [4.60238, -1.03178, -0.25509], [2.29850, 1.53347, 1.39686], [1.54041, 1.73231, 2.54166], [2.03810, -1.29723, 4.05594], [3.40921, -1.64840, 2.01597], [2.96563, 1.29077, -1.59540], [4.30929, 2.04783, -0.75958], [4.47897, 0.31045, -3.09751], [5.81744, 1.07281, -2.24218], [5.97021, -1.60336, -1.90395], [4.67361, -1.87972, 0.42702], [2.36401, 2.32559, 0.64693], [1.01914, 2.67331, 2.70259]],
  "atomic_forces_ev_per_a": [[-0.2, -0.1, -0.2], [0.1, 0.1, -0.1], [-0.3, -0.6, 0.0], [1.0, 0.2, 0.2], [-0.7, -0.3, 0.0], [0.5, -0.5, 0.2], [0.2, 0.8, 0.0], [-0.3, 0.4, -0.3], [0.1, -0.1, 0.1], [0.0, 0.0, 0.1], [-0.1, 0.0, -0.1], [0.1, 0.0, -0.1], [-0.1, 0.0, 0.1], [0.2, 0.2, -0.2], [-0.1, 0.5, 0.2], [0.2, -0.2, -0.1], [-0.1, -0.3, 0.3], [-0.1, 0.1, 0.1], [0.1, 0.0, 0.0], [-0.1, 0.0, 0.2], [0.5, 0.0, -0.9], [0.3, 0.0, -0.4], [-0.2, 0.2, 0.2], [-0.1, 0.0, 0.2], [-0.3, 0.7, 0.2], [0.5, -0.2, -0.5], [-0.6, 0.2, 0.8], [-1.0, 0.5, 1.0], [0.9, -0.4, -1.1], [0.0, -0.3, -0.2], [0.2, -0.2, 0.0], [0.0, 0.2, -0.2], [-0.3, 0.3, 0.2], [-0.1, -0.1, 0.1], [-0.1, -0.2, 0.1], [0.2, -0.2, 0.1], [0.0, -0.3, 0.0], [-0.2, 0.1, 0.3], [0.1, 0.2, -0.4], [-0.1, -0.3, 0.3], [0.1, -0.3, 0.0]],
  "lowdin_charge": [-0.22, -0.19, -0.23, -0.20, -1.35, 0.44, 0.43, -0.22, -0.19, 0.10, 0.11, 0.11, 0.12, 0.13, 0.05, 0.13, 0.06, 0.12, 0.11, 0.73, -0.65, -0.08, 0.01, -0.16, -0.09, -0.10, -0.14, 0.03, 0.00, 0.01, -0.07, 0.11, 0.11, 0.13, 0.14, 0.13, 0.12, 0.12, 0.12, 0.12, 0.12]
}

=====

no.,orbital gap (eV)
1,9.5
2,7.3
3,3.0